{"formula": "C39H66BN8", "method": "the ωB97M-V functional and the def2-TZVPD basis", "species": ["C", "C", "C", "B", "C", "C", "C", "C", "N", "C", "C", "C", "C", "H", "H", "H", "H", "H", "H", "H", "H", "H", "H", "H", "H", "H", "H", "H", "H", "H", "C", "C", "C", "C", "N", "H", "H", "H", "H", "H", "H", "H", "C", "C", "C", "C", "N", "H", "H", "H", "H", "H", "H", "H", "C", "C", "C", "C", "N", "H", "H", "H", "H", "H", "H", "H", "C", "C", "C", "C", "N", "H", "H", "H", "H", "H", "H", "H", "C", "C", "C", "C", "N", "H", "H", "H", "H", "H", "H", "H", "C", "C", "C", "C", "N", "H", "H", "H", "H", "H", "H", "H", "C", "C", "C", "C", "N", "H", "H", "H", "H", "H", "H", "H"], "xyz": [[1.92599, 0.64081, -0.94455], [0.65281, 0.55406, -1.30678], [-0.80080, 0.04231, -1.76317], [-1.63808, -0.78042, -0.60959], [-0.79976, -2.00912, 0.11000], [-1.31698, -3.43934, -0.43190], [-0.49354, -4.71762, 0.11547], [1.07929, -4.71809, -0.23931], [1.40865, -4.39841, -1.66191], [1.97858, -5.41626, -2.54736], [2.27386, -4.80838, -3.98538], [1.81443, -3.29111, -3.94676], [1.32404, -3.16559, -2.43738], [2.95087, 0.70787, -0.41530], [-0.70173, -0.55155, -2.75745], [-1.40852, 1.00759, -2.04530], [-2.60270, -1.24205, -1.15534], [-2.04775, 0.01699, 0.16671], [-1.04126, -1.95810, 1.24066], [0.34890, -1.89636, 0.00967], [-2.42345, -3.54220, -0.07369], [-1.35141, -3.47680, -1.59525], [-0.56923, -4.67955, 1.28141], [-1.03381, -5.71225, -0.17464], [1.72248, -4.04630, 0.45867], [1.45837, -5.80614, -0.05747], [2.22342, -6.50740, -2.27217], [2.73390, -5.30742, -4.90850], [1.82109, -2.48313, -4.75840], [0.94083, -2.15049, -2.03416], [2.90626, 6.16393, 0.26818], [1.71023, 5.24257, 0.05042], [1.37557, 4.40017, 1.28285], [2.54802, 3.52435, 1.63687], [3.48715, 2.81973, 1.91427], [3.81957, 5.59788, 0.47171], [3.09012, 6.76546, -0.62614], [2.72897, 6.84548, 1.10675], [1.91816, 4.58668, -0.80161], [0.83845, 5.84846, -0.21519], [0.50568, 3.76845, 1.08114], [1.13769, 5.04356, 2.13542], [-1.56814, 3.89405, -4.23300], [-3.06653, 4.15857, -4.12725], [-3.50770, 4.52077, -2.70796], [-3.19064, 3.38339, -1.77321], [-2.93397, 2.47692, -1.03489], [-1.26528, 3.03838, -3.62280], [-1.29474, 3.66779, -5.26713], [-0.99176, 4.76794, -3.91145], [-3.60812, 3.27031, -4.46885], [-3.33169, 4.97701, -4.80400], [-4.58393, 4.71361, -2.68569], [-2.99460, 5.42377, -2.36390], [5.47699, 4.24328, 6.57977], [4.16109, 3.54443, 6.25399], [3.46852, 4.12871, 5.02081], [3.15154, 5.58284, 5.25498], [2.90039, 6.73842, 5.44157], [5.32381, 5.29886, 6.82258], [5.95042, 3.77650, 7.44742], [6.17019, 4.18066, 5.74007], [3.49667, 3.61577, 7.12225], [4.35531, 2.48101, 6.08433], [2.54048, 3.58599, 4.82148], [4.10906, 4.03796, 4.13909], [-1.85753, -8.72750, 1.07370], [-3.17918, -9.40772, 0.74392], [-3.86534, -8.80772, -0.48645], [-4.17090, -7.34321, -0.24317], [-4.41994, -6.18116, -0.05569], [-2.00377, -7.67171, 1.31752], [-1.39125, -9.20094, 1.94180], [-1.15970, -8.79437, 0.23275], [-3.84485, -9.33200, 1.61043], [-2.99619, -10.47299, 0.57113], [-4.80028, -9.33722, -0.68987], [-3.22447, -8.90017, -1.36816], [9.59633, 6.21542, 2.70358], [8.09630, 6.46337, 2.82420], [7.66237, 6.80720, 4.25095], [7.99649, 5.66676, 5.17606], [8.26144, 4.76113, 5.91154], [9.91267, 5.35702, 3.30240], [9.86371, 6.00254, 1.66523], [10.16615, 7.09176, 3.02937], [7.56080, 5.57291, 2.47799], [7.81723, 7.28577, 2.15832], [6.58404, 6.98879, 4.28245], [8.16886, 7.71197, 4.59947], [-5.65410, -3.91135, 1.77786], [-7.15292, -3.65627, 1.89519], [-7.58863, -3.30687, 3.32034], [-7.26231, -4.44667, 4.24996], [-7.00283, -5.35200, 4.98808], [-5.34236, -4.76971, 2.37908], [-5.38626, -4.12760, 0.74209], [-5.08116, -3.03661, 2.10254], [-7.69205, -4.54532, 1.55001], [-7.42666, -2.83413, 1.22664], [-8.66590, -3.12012, 3.34900], [-7.07850, -2.40361, 3.66737], [-1.84616, -0.29147, -5.76576], [-3.16298, -0.98618, -6.09630], [-3.84278, -0.41325, -7.34308], [-4.15457, 1.04505, -7.13085], [-4.39942, 2.20360, -6.95994], [-1.99499, 0.76736, -5.53634], [-1.38424, -0.75114, -4.88843], [-1.14207, -0.36768, -6.60109], [-3.83440, -0.90087, -5.23529], [-2.97296, -2.05266, -6.25171], [-4.77288, -0.95184, -7.54516], [-3.19359, -0.51777, -8.21739]], "mulliken_charge": [-0.5134, -0.1867, 1.2418, 0.3618, -0.4665, -0.0938, -0.1247, -0.7004, 0.3164, -0.3334, -0.5054, -0.6374, -0.1831, 0.3257, -0.5037, -0.7003, -0.3367, -0.2458, 0.0272, 0.0574, 0.0480, 0.0925, 0.2715, 0.0511, 0.2033, 0.2902, 0.2373, 0.2781, 0.3417, 0.3907, -1.1683, -0.3945, -0.2736, 0.2915, -0.6180, 0.3071, 0.3624, 0.3015, 0.2907, 0.3108, 0.3034, 0.3127, -0.9848, -0.2619, -0.4723, 0.3725, -0.4970, 0.1217, 0.3223, 0.3628, 0.1907, 0.2987, 0.2916, 0.2805, -1.0031, -0.7575, 0.0047, 0.2754, -0.5959, 0.3921, 0.3403, 0.0981, 0.3506, 0.3649, 0.3280, 0.1246, -1.0499, -0.4448, -0.3974, 0.2407, -0.4613, 0.2538, 0.3583, 0.3025, 0.2991, 0.3170, 0.2948, 0.2808, -1.1671, -0.3856, -0.3014, 0.2744, -0.5265, 0.3534, 0.3398, 0.2924, 0.2762, 0.3200, 0.2470, 0.3162, -1.0941, -0.4468, -0.4012, 0.2669, -0.4763, 0.3468, 0.3175, 0.3552, 0.2629, 0.3296, 0.2887, 0.2805, -0.5474, -0.5124, -0.4152, 0.3209, -0.4930, 0.0670, 0.0040, 0.3408, 0.2805, 0.3429, 0.2935, 0.2801], "homo_ha": -0.183, "orbital_gap_ev": 7.0, "lumo_ev": 2.1, "charge": -1, "multiplicity": 1, "e_tot_ha": -1988.19993}